Record 1
{"formula": "C51H58AsN4OOsSTe", "method": "the ωB97M-V functional and the def2-TZVPD basis", "elements": ["Os", "N", "C", "C", "C", "C", "C", "N", "C", "S", "N", "C", "C", "C", "C", "H", "H", "H", "H", "H", "H", "H", "H", "H", "H", "H", "H", "H", "H", "H", "H", "H", "H", "H", "H", "C", "C", "C", "C", "C", "C", "As", "C", "C", "C", "C", "C", "C", "C", "C", "C", "C", "C", "C", "H", "H", "H", "H", "H", "H", "H", "H", "H", "H", "H", "H", "H", "H", "H", "C", "C", "C", "C", "C", "C", "Te", "N", "C", "O", "C", "C", "C", "C", "C", "C", "C", "C", "C", "C", "C", "C", "C", "C", "C", "C", "H", "H", "H", "H", "H", "H", "H", "H", "H", "H", "H", "H", "H", "H", "H", "H", "H", "H", "H", "H", "H", "H", "H"], "xyz": [[12.217169, 16.829720, 12.547139], [11.454876, 14.677028, 10.346189], [11.681285, 15.395975, 11.208151], [8.329850, 14.203639, 11.331155], [7.923645, 13.920711, 9.859622], [7.414150, 15.187911, 9.150815], [8.417860, 16.276780, 9.010707], [8.608244, 17.123655, 10.242326], [9.716988, 17.667474, 10.712880], [9.948368, 17.689781, 12.401203], [10.607207, 18.282951, 9.991941], [10.439431, 18.696897, 8.631605], [11.222091, 20.007405, 8.428543], [10.556383, 21.142656, 9.284121], [11.315555, 21.503298, 10.574578], [8.708667, 13.303510, 11.787374], [7.428992, 14.454584, 11.881383], [9.059689, 14.958633, 11.433942], [7.199187, 13.094599, 9.879385], [8.786058, 13.508090, 9.316872], [6.502879, 15.588342, 9.537555], [7.203423, 14.931995, 8.125269], [8.238494, 16.996971, 8.160609], [9.414898, 15.852730, 8.777178], [8.043914, 16.881364, 11.034091], [11.341988, 18.582019, 10.601870], [9.388610, 18.849141, 8.374939], [10.840368, 17.869626, 8.024230], [11.278384, 20.196362, 7.340132], [12.220797, 19.842652, 8.760924], [9.574194, 20.782455, 9.602507], [10.295497, 22.013075, 8.667242], [11.173182, 20.749057, 11.308205], [11.017875, 22.449341, 10.970645], [12.357519, 21.633868, 10.341667], [8.999468, 14.551878, 16.476022], [8.807699, 15.904049, 16.607650], [9.787304, 16.807508, 16.200695], [10.976613, 16.409385, 15.749042], [11.146914, 15.040574, 15.531691], [10.200028, 14.116346, 15.954342], [12.396142, 17.521768, 14.988325], [11.897810, 19.303513, 15.549595], [11.530625, 20.349387, 14.661395], [11.001010, 21.533989, 15.128047], [10.982728, 21.767802, 16.518635], [11.334442, 20.754967, 17.450570], [11.863681, 19.534393, 16.943961], [14.031268, 17.240481, 15.743578], [14.142058, 16.597340, 17.004617], [15.375022, 16.374176, 17.580399], [16.527885, 16.854664, 16.876757], [16.439888, 17.575193, 15.675806], [15.153267, 17.734866, 15.100512], [8.207036, 13.857673, 16.794082], [7.939040, 16.299528, 17.105370], [9.569635, 17.875314, 16.381987], [12.115240, 14.582747, 15.234985], [10.527300, 13.043856, 15.859316], [11.655134, 20.156051, 13.608600], [10.561509, 22.293300, 14.464250], [10.661686, 22.713107, 16.925875], [11.280788, 20.951861, 18.505783], [12.197535, 18.645925, 17.586357], [13.248946, 16.314145, 17.477888], [15.532254, 15.856093, 18.547897], [17.455107, 16.668283, 17.413529], [17.307147, 18.120349, 15.265281], [15.018457, 18.364594, 14.197245], [14.211336, 6.525525, 7.765049], [13.997455, 7.887321, 8.388379], [14.962849, 8.416513, 9.174578], [14.928037, 9.704756, 9.738270], [15.944898, 10.194090, 10.661330], [13.822057, 10.457689, 9.414773], [13.621202, 12.517190, 9.823171], [14.156849, 16.898509, 12.170265], [14.156705, 18.067701, 11.486669], [13.087909, 18.646022, 11.037117], [15.538244, 18.787803, 11.429915], [16.638291, 18.195358, 12.110031], [17.887832, 18.779352, 11.999142], [18.042484, 19.879950, 11.182793], [16.967223, 20.603482, 10.605787], [15.698878, 19.975609, 10.683999], [14.068588, 12.603026, 11.950248], [15.134340, 13.453600, 12.242506], [15.380903, 13.901799, 13.519279], [14.708312, 13.278777, 14.592975], [13.696229, 12.400550, 14.293738], [13.253165, 12.074486, 12.956283], [11.867101, 11.330615, 12.758297], [12.739449, 9.897833, 8.620764], [11.528366, 10.675477, 8.129265], [12.872713, 8.565888, 8.203954], [15.253017, 6.364276, 7.651805], [13.727143, 6.527034, 6.791193], [13.639388, 5.841553, 8.467141], [15.955942, 7.927290, 9.367789], [16.470417, 11.117937, 10.393117], [16.741402, 9.426800, 10.769040], [15.775907, 10.361400, 11.713010], [16.541107, 17.229095, 12.637430], [18.738399, 18.318456, 12.534162], [18.955113, 20.359081, 11.123092], [17.014928, 21.489078, 9.992565], [14.828725, 20.426286, 10.254862], [15.692155, 13.931151, 11.432070], [16.126927, 14.687119, 13.721299], [14.977231, 13.430495, 15.626780], [13.068740, 11.929685, 15.014668], [11.503136, 11.066650, 13.748554], [11.984233, 10.438398, 12.229922], [11.177196, 12.021546, 12.289784], [10.636273, 10.041204, 7.882571], [11.843999, 11.017148, 7.111405], [11.270450, 11.553815, 8.718013], [12.142684, 8.124242, 7.611712]], "forces_ev_per_angstrom": [[0.5, 1.0, -0.1], [-0.4, -1.0, -1.0], [0.9, 0.6, 0.6], [-1.2, -1.1, -0.8], [0.5, 0.2, 0.9], [0.3, -0.9, -0.4], [2.0, 2.0, -0.9], [-0.6, -0.7, 0.1], [-0.3, 0.2, -1.3], [0.5, -0.3, 2.2], [-1.1, -0.5, 0.7], [1.2, 0.0, -1.2], [-1.3, 0.1, -0.1], [-0.4, -0.2, -0.3], [0.1, 0.4, -1.7], [0.3, -0.4, 0.2], [-0.1, 0.3, 0.3], [0.7, 0.8, 0.1], [-0.1, 0.5, -0.2], [-0.1, 0.3, 0.0], [-0.8, 0.1, 0.6], [-0.3, -0.2, -0.5], [-0.4, -0.9, 0.8], [-0.4, 0.0, 0.2], [-0.7, -0.5, 0.0], [1.0, 0.7, -0.7], [0.0, -0.1, 0.3], [-0.2, 0.5, -0.3], [-0.2, 0.2, 0.6], [0.9, -0.1, 0.2], [-0.1, -0.1, -0.1], [0.5, -0.1, 0.2], [0.1, -0.7, 0.8], [-0.6, 0.6, 0.3], [0.7, -0.2, 0.1], [-0.8, -0.7, 0.3], [0.1, 0.4, 0.1], [-2.2, 2.4, 1.6], [2.4, -1.3, -1.7], [1.2, -1.2, 0.7], [1.2, -1.1, -0.8], [-2.4, 1.1, -0.8], [-0.1, 1.6, 0.4], [0.1, -1.5, 0.3], [0.0, 0.6, 1.0], [-0.1, -1.3, 0.4], [1.0, -0.3, -2.0], [-0.4, -0.9, 0.2], [2.0, -1.1, 1.9], [0.7, 0.4, -1.1], [1.2, 0.4, -0.8], [-0.8, -0.2, 0.7], [-0.8, 0.1, 0.5], [0.7, 0.7, -0.1], [0.6, 0.3, -0.1], [-0.3, 0.0, -0.1], [0.2, -0.6, -0.2], [-0.6, 0.7, -0.1], [-0.9, 1.1, 0.2], [-0.3, 0.1, -0.3], [0.6, -0.4, 0.2], [-0.2, 0.1, -0.1], [0.0, 0.0, 0.2], [-0.6, 1.7, -0.5], [-1.0, -0.6, 0.7], [-0.4, 0.5, -0.8], [0.2, 0.3, -0.5], [-0.5, -0.6, 0.1], [0.3, -0.6, 0.6], [-2.2, 0.6, 1.1], [2.1, -2.3, -0.2], [3.6, 1.2, 1.8], [-1.2, -0.9, -0.1], [3.1, -0.5, 0.8], [-2.8, 0.4, -1.4], [0.4, -0.8, 1.1], [-2.6, 0.2, -0.3], [2.1, 2.1, 0.1], [1.4, -1.8, 1.2], [-0.8, -0.8, -0.2], [-0.7, -0.3, -0.6], [0.0, -0.7, 0.2], [-1.7, 1.7, 0.0], [-1.3, -2.7, 0.2], [1.0, -0.2, 1.1], [-0.6, -0.2, -0.5], [0.0, 1.2, -0.6], [0.5, -0.3, 1.2], [0.2, 0.0, -0.9], [-1.3, -0.8, -2.0], [-0.2, 0.4, 0.6], [2.1, 2.0, 1.4], [0.4, -0.2, 0.7], [0.5, -0.4, -1.5], [-1.4, 3.1, 0.2], [0.8, -0.7, 0.1], [0.0, -0.3, 0.0], [1.1, 0.1, -1.1], [-1.3, 0.0, -0.3], [-0.2, -0.1, -0.5], [-0.2, 0.4, -0.5], [-1.4, 0.0, 0.4], [-0.2, 0.8, -0.3], [-0.5, 0.4, -0.5], [2.1, 0.6, -0.2], [0.6, 0.1, 0.2], [-0.3, 0.2, -0.3], [-0.1, -0.2, 0.2], [-0.3, -0.6, -0.2], [0.0, 0.4, 0.1], [0.0, -0.1, 1.0], [-0.2, 0.1, 0.0], [0.1, -1.4, -1.2], [-0.2, 0.0, -0.2], [0.8, 0.5, 0.8], [-0.3, 0.2, 0.6], [-0.3, -0.1, 0.1], [-1.6, -0.5, -0.9]], "spin_multiplicity": 6, "homo_lumo_gap_ev": [8.37, 5.69], "homo_energy_ev": [-13.23, -13.30], "s_squared": 8.7791, "charge": 2}

Record 2
{"formula": "C51H60AsN4PSY", "method": "the ωB97M-V functional and the def2-TZVPD basis", "elements": ["Y", "C", "C", "C", "C", "C", "C", "H", "H", "H", "H", "H", "H", "C", "C", "C", "C", "C", "C", "P", "C", "C", "C", "C", "C", "C", "C", "C", "C", "C", "C", "C", "H", "H", "H", "H", "H", "H", "H", "H", "H", "H", "H", "H", "H", "H", "H", "C", "C", "C", "C", "C", "C", "As", "C", "C", "C", "C", "C", "C", "C", "C", "C", "C", "C", "C", "H", "H", "H", "H", "H", "H", "H", "H", "H", "H", "H", "H", "H", "H", "H", "C", "C", "C", "C", "N", "C", "S", "N", "C", "C", "C", "C", "H", "H", "H", "H", "H", "H", "H", "H", "H", "H", "H", "H", "H", "H", "H", "H", "H", "H", "H", "H", "N", "N", "H", "H", "H", "H"], "xyz": [[-0.326776, 0.039241, 0.421045], [-1.476905, -0.188529, 3.095770], [-1.061146, 1.129328, 2.917259], [-1.679114, 1.931933, 1.954291], [-2.699015, 1.420910, 1.165186], [-3.099635, 0.093687, 1.325244], [-2.497857, -0.700907, 2.302550], [-1.011659, -0.805458, 3.853414], [-0.264667, 1.541672, 3.525071], [-1.364637, 2.961874, 1.835154], [-3.184050, 2.049079, 0.427417], [-3.886831, -0.308261, 0.699186], [-2.819183, -1.723910, 2.436320], [1.359551, -2.113353, 5.921655], [1.804502, -0.802517, 5.996120], [2.077258, -0.085621, 4.836918], [1.895659, -0.682366, 3.591306], [1.414760, -1.995961, 3.524223], [1.161947, -2.711865, 4.682730], [2.131464, 0.189644, 2.030370], [3.589847, -0.499079, 1.175898], [3.907982, -1.857176, 1.240510], [4.943843, -2.368348, 0.470995], [5.665820, -1.539372, -0.378122], [5.367003, -0.186605, -0.437113], [4.338291, 0.334135, 0.339942], [2.556553, 1.915120, 2.319863], [1.809292, 2.902205, 1.677915], [2.125294, 4.244989, 1.826449], [3.203756, 4.605561, 2.622097], [3.974585, 3.629892, 3.245591], [3.660997, 2.289304, 3.090234], [1.160064, -2.668448, 6.828355], [1.947887, -0.333589, 6.960274], [2.418996, 0.936591, 4.917382], [1.220015, -2.463797, 2.561860], [0.803135, -3.730985, 4.624044], [3.383281, -2.506650, 1.930461], [5.211709, -3.414342, 0.553334], [6.479651, -1.940305, -0.966998], [5.955190, 0.472417, -1.062104], [4.162158, 1.405742, 0.336634], [0.992296, 2.616451, 1.014713], [1.546165, 5.005722, 1.319972], [3.454383, 5.650621, 2.745721], [4.826493, 3.916014, 3.847494], [4.284254, 1.536638, 3.558280], [-1.292346, 5.523496, -3.013239], [-1.767791, 4.663691, -3.997500], [-1.873669, 3.305160, -3.743763], [-1.498469, 2.804549, -2.495303], [-1.018483, 3.667778, -1.516152], [-0.916726, 5.029672, -1.773834], [-1.660022, 0.935058, -2.124554], [-0.734757, 0.105770, -3.614506], [0.274542, 0.786810, -4.296239], [1.033562, 0.125533, -5.255590], [0.791799, -1.211395, -5.537475], [-0.214221, -1.891969, -4.863805], [-0.971719, -1.241337, -3.898255], [-3.544500, 0.549049, -2.274338], [-3.986740, -0.764228, -2.122380], [-5.342171, -1.050760, -2.175563], [-6.261804, -0.025548, -2.357231], [-5.824434, 1.283992, -2.482458], [-4.466482, 1.578537, -2.441816], [-1.215296, 6.583473, -3.214615], [-2.059374, 5.054699, -4.963060], [-2.248203, 2.640892, -4.513452], [-0.720061, 3.285193, -0.542964], [-0.549888, 5.704574, -1.011847], [0.438007, 1.845521, -4.122483], [1.798085, 0.663997, -5.800250], [1.375304, -1.717303, -6.294956], [-0.419389, -2.928493, -5.099243], [-1.756918, -1.784075, -3.386132], [-3.284221, -1.570126, -1.956652], [-5.681154, -2.073922, -2.077125], [-7.319406, -0.248440, -2.399610], [-6.540264, 2.083094, -2.621592], [-4.141710, 2.604349, -2.552365], [-2.657455, -4.347422, -3.499166], [-1.680319, -5.476238, -3.192219], [-2.044891, -6.269240, -1.939024], [-1.997471, -5.467196, -0.643022], [-0.620817, -5.018491, -0.372190], [-0.168175, -3.791940, -0.182675], [-1.290450, -2.461419, -0.090037], [1.143374, -3.605708, -0.003800], [2.164126, -4.651491, -0.139999], [2.517770, -4.960424, -1.591760], [3.527379, -6.100463, -1.715563], [2.972986, -7.448215, -1.263955], [-2.413391, -3.859222, -4.444187], [-2.646046, -3.586844, -2.715137], [-3.678024, -4.724487, -3.584349], [-0.664550, -5.075035, -3.098014], [-1.652654, -6.166237, -4.036528], [-1.384451, -7.136464, -1.842021], [-3.055305, -6.672403, -2.034848], [-2.316202, -6.082997, 0.198363], [-2.637750, -4.590809, -0.676831], [0.070123, -5.754646, -0.417454], [1.457106, -2.649748, 0.055999], [1.832679, -5.538535, 0.401939], [3.047557, -4.295275, 0.389108], [2.918752, -4.048854, -2.046720], [1.613490, -5.216295, -2.154366], [4.430057, -5.855650, -1.147872], [3.836295, -6.170656, -2.759089], [2.766615, -7.481862, -0.192143], [3.683083, -8.247400, -1.468955], [2.051958, -7.691659, -1.800653], [1.334832, -0.646253, -1.245675], [1.400918, 0.795487, -1.128227], [2.269602, -1.039044, -1.355642], [0.811058, -0.868978, -2.099633], [1.316830, 1.232159, -2.047842], [2.314375, 1.035439, -0.745777]], "forces_ev_per_angstrom": [[-0.2, -0.6, -0.1], [0.1, 0.0, 0.1], [0.1, 0.2, 0.0], [0.3, 0.3, 0.2], [-0.2, 0.0, -0.3], [0.0, 0.0, 0.0], [-0.1, -0.1, -0.2], [0.0, 0.0, 0.0], [0.0, 0.0, 0.1], [0.0, 0.0, 0.1], [0.0, 0.0, 0.0], [0.0, 0.0, 0.0], [0.0, 0.0, 0.0], [0.0, 0.0, 0.0], [0.0, 0.0, 0.0], [0.0, 0.0, 0.0], [0.0, -0.1, 0.1], [0.0, 0.0, 0.0], [0.0, 0.0, 0.0], [-0.1, 0.0, -0.3], [0.0, 0.0, 0.0], [0.0, 0.1, 0.0], [0.0, 0.0, 0.0], [0.0, 0.0, 0.0], [0.0, 0.1, 0.0], [0.0, 0.0, 0.0], [0.1, 0.0, 0.1], [0.0, 0.0, -0.1], [0.0, 0.0, 0.0], [0.0, 0.0, 0.0], [0.0, 0.0, 0.0], [0.0, 0.0, 0.0], [0.0, 0.0, 0.0], [0.0, 0.0, 0.0], [0.0, 0.0, 0.0], [0.0, 0.0, 0.0], [0.0, 0.0, 0.0], [0.0, 0.0, 0.0], [0.0, 0.0, 0.0], [0.0, 0.0, 0.0], [0.0, 0.0, 0.0], [0.0, 0.0, 0.0], [0.0, 0.1, 0.1], [0.0, 0.0, 0.0], [0.0, 0.0, 0.0], [0.0, 0.0, 0.0], [0.0, 0.0, 0.0], [0.0, 0.0, 0.0], [0.0, 0.0, 0.0], [0.0, 0.1, 0.1], [0.0, 0.1, -0.1], [0.0, 0.1, 0.0], [0.0, 0.0, 0.0], [-0.1, -0.1, 0.2], [0.0, -0.2, 0.0], [0.0, 0.0, 0.0], [0.0, 0.0, 0.0], [0.0, 0.0, 0.0], [0.0, 0.0, 0.0], [0.0, 0.0, 0.0], [0.0, 0.0, 0.0], [0.0, 0.0, 0.0], [0.0, 0.0, 0.0], [0.0, 0.0, 0.0], [0.0, 0.0, 0.0], [0.0, -0.1, 0.0], [0.0, 0.0, 0.0], [0.0, 0.0, 0.0], [0.0, 0.0, 0.0], [0.0, 0.0, 0.0], [0.0, 0.0, 0.0], [0.0, 0.0, 0.0], [0.0, 0.0, 0.0], [0.0, 0.0, 0.0], [0.0, 0.0, 0.0], [0.1, 0.1, -0.1], [0.0, 0.0, 0.0], [0.0, 0.0, 0.0], [0.0, 0.0, 0.0], [0.0, 0.0, 0.0], [0.0, 0.0, 0.0], [0.0, -0.1, 0.0], [0.0, 0.0, 0.0], [0.0, 0.0, 0.0], [0.1, 0.0, 0.0], [0.0, 0.2, -0.1], [-0.1, -0.1, 0.0], [0.1, -0.1, 0.1], [0.0, 0.0, -0.1], [0.0, 0.0, 0.0], [0.0, 0.0, 0.0], [0.0, 0.0, 0.0], [0.0, 0.0, 0.0], [0.0, 0.0, 0.0], [0.0, 0.0, 0.0], [0.0, 0.0, 0.0], [0.0, 0.0, 0.0], [0.0, 0.0, 0.0], [0.0, 0.0, 0.0], [0.0, 0.0, 0.0], [0.0, 0.0, 0.0], [0.0, 0.0, 0.0], [0.0, 0.0, 0.0], [0.0, -0.1, 0.0], [0.0, 0.0, 0.0], [-0.1, 0.0, 0.0], [0.0, 0.0, 0.0], [0.0, 0.0, 0.0], [0.0, 0.0, 0.0], [0.0, 0.0, 0.0], [0.0, 0.0, 0.0], [0.0, 0.0, 0.0], [0.0, 0.0, 0.0], [0.0, 0.0, -0.2], [0.1, 0.1, 0.0], [0.0, 0.0, 0.1], [0.0, 0.0, 0.0], [0.0, 0.0, 0.1], [0.0, 0.0, 0.0]], "homo_lumo_gap_ev": 7.54, "homo_energy_ev": -15.82, "charge": 3}

What DFT total energy values result from the calculations? In sequence: -143251.3493 -141808.1261 eV.